(1)
Below is a 11-piece molecular cluster, C23H70N2O11 overall in a non-equilibrium geometry, with properties calculated with wB97M-V/def2-TZVPD.

ORCA input file:
```
! wB97M-V def2-TZVPD RIJCOSX def2/J DEFGRID3
* xyz 0 1
O 2.882 -1.044 -2.753
O -0.017 2.793 -1.279
O -3.923 0.518 2.177
O -2.064 -2.358 4.627
O 2.436 0.682 3.748
O 1.069 -0.182 -0.374
O -0.774 -3.840 -3.083
O 3.177 1.739 -4.029
O -1.603 2.598 -3.578
O 0.625 0.827 -3.036
O -0.088 2.553 3.884
N 0.590 -1.588 4.799
N -3.079 -5.179 -0.605
C 0.322 5.009 -0.535
C 2.899 0.134 2.523
C -1.393 3.756 -4.328
C -3.013 1.384 0.061
C 3.975 -1.429 -2.058
C 0.145 -3.662 3.257
C -1.138 -4.394 -1.855
C -0.001 -2.136 3.497
C 0.587 -4.100 -3.367
C -0.085 -0.998 -0.327
C -2.251 3.104 4.827
C -1.045 2.162 4.834
C -3.071 -2.830 -1.172
C -2.594 -4.214 -1.615
C 4.084 1.002 1.976
C 3.239 2.694 -2.944
C -2.891 1.295 1.548
C 4.635 3.266 -2.652
C 0.123 -0.321 -3.833
C 0.542 -0.191 -5.316
C 0.664 3.574 -0.277
C -1.502 -1.791 3.544
C -3.395 -2.121 4.846
H -2.608 -2.643 -0.221
H -2.604 3.221 3.764
H -1.965 4.096 5.222
H -3.765 -2.738 5.716
H -3.522 -1.135 5.227
H -2.277 2.147 -0.147
H 1.648 0.005 -5.318
H 1.486 -2.053 5.076
H -0.737 5.170 -0.400
H -1.615 -0.706 3.528
H -0.138 -3.973 2.247
H 2.880 2.134 -2.045
H 5.287 2.339 -2.541
H -0.961 -0.396 -3.749
H -4.020 1.741 -0.228
H -3.083 2.762 5.419
H 0.153 1.642 -3.346
H 0.893 -3.757 -4.364
H 0.764 2.141 4.093
H 2.521 3.462 -3.126
H 2.730 2.041 -4.815
H 1.760 3.346 -0.285
H 0.268 -1.080 -5.835
H 5.087 3.848 -3.478
H 4.144 -0.711 -1.203
H -4.127 -2.896 -0.961
H -3.804 0.657 3.113
H -0.643 -3.944 -0.967
H 4.865 -1.365 -2.656
H 0.198 1.873 -1.042
H 0.791 5.660 0.226
H 1.616 0.211 4.080
H -2.927 2.321 1.959
H 0.183 -2.066 -0.276
H 0.653 -1.135 -3.356
H 0.073 -1.804 5.663
H -0.723 -0.782 -1.189
H 2.937 -0.134 -3.093
H 0.324 3.189 0.686
H -0.540 -4.101 3.989
H -0.870 -5.508 -1.864
H 4.787 3.785 -1.706
H -1.194 3.446 -5.371
H 0.477 -1.661 2.631
H -1.434 1.179 4.604
H -1.694 2.948 -2.666
H -2.288 4.454 -4.349
H -3.179 -4.439 -2.565
H 2.145 0.021 1.783
H -3.945 -2.226 3.951
H -0.545 4.313 -3.951
H 1.315 -0.097 -1.305
H -2.398 -5.307 0.112
H -1.937 0.970 1.712
H -1.981 -2.178 2.627
H -0.628 2.173 5.851
H -2.867 -1.991 -1.839
H -3.308 -6.086 -1.005
H 0.003 0.665 -5.740
H 1.296 -3.740 -2.592
H 3.933 2.065 2.267
H -2.837 0.415 -0.438
H -0.683 -0.842 0.562
H 0.576 5.288 -1.543
H 3.982 -2.459 -1.665
H 5.013 0.714 2.371
H 3.272 -0.886 2.739
H 0.662 -5.183 -3.361
H 1.114 -4.134 3.380
H 3.951 1.002 0.872
*
```

Results
HOMO-LUMO gap: 9.98 eV
LUMO level: 0.024 Ha
ΔE to the lowest compared entry with this formula, charge and spin: 1.0302 eV
M: 550.82 g/mol

Atomic partial charges in e from the Mulliken method, atoms 1 to 8: number 1, O, carries -0.39; number 2, O, carries -0.02; number 3, O, carries -0.60; number 4, O, carries -0.46; number 5, O, carries -0.64; number 6, O, carries -0.01; number 7, O, carries -0.31; number 8, O, carries -0.65

(2)
Below is a 10-piece molecular cluster, C23H70N4O10 overall in a non-equilibrium geometry, with properties calculated with wB97M-V/def2-TZVPD.

ORCA input file:
```
! wB97M-V def2-TZVPD RIJCOSX def2/J DEFGRID3
* xyz 0 1
O -18.791 -20.184 1.359
O -14.078 -21.280 -1.772
O -17.313 -18.025 0.905
O -18.081 -14.379 -0.851
O -14.596 -21.447 2.421
O -13.728 -12.950 0.366
O -16.972 -15.744 2.360
O -21.186 -17.264 -1.195
O -16.872 -17.147 -3.575
O -18.457 -13.834 -5.658
N -13.518 -14.342 2.612
N -15.609 -14.564 -2.270
N -19.284 -15.842 -2.677
N -12.326 -24.324 2.607
C -14.303 -16.317 3.723
C -20.579 -18.095 -0.239
C -20.964 -14.369 -3.768
C -14.563 -20.138 1.831
C -14.570 -12.903 -0.783
C -14.544 -15.413 2.538
C -17.197 -18.499 -3.835
C -18.342 -18.486 -4.897
C -18.363 -15.238 2.552
C -17.529 -12.843 -5.963
C -13.217 -23.406 4.527
C -13.457 -15.153 -1.387
C -14.754 -14.437 -1.104
C -16.588 -17.733 -0.295
C -18.392 -14.182 -4.316
C -15.373 -21.851 -1.536
C -13.384 -23.503 3.066
C -15.941 -14.786 2.534
C -18.665 -21.115 0.338
C -13.448 -22.253 2.199
C -13.643 -11.640 0.840
C -18.593 -13.169 -0.456
C -19.639 -15.104 -3.917
H -15.281 -22.847 -1.103
H -21.374 -14.026 -4.717
H -13.334 -10.918 0.085
H -18.537 -14.437 1.834
H -20.516 -16.808 -1.709
H -12.681 -14.830 2.328
H -13.636 -21.831 -2.422
H -13.845 -22.576 4.849
H -16.980 -16.847 -0.795
H -20.253 -17.583 0.666
H -17.954 -12.918 0.391
H -20.983 -13.523 -3.080
H -21.695 -15.098 -3.420
H -14.331 -24.021 2.913
H -17.210 -14.293 -1.244
H -18.672 -15.019 3.574
H -12.636 -14.996 -0.687
H -17.470 -18.913 -2.864
H -12.974 -11.438 1.677
H -15.121 -14.325 -3.121
H -12.531 -21.673 2.306
H -12.223 -23.062 4.815
H -15.854 -21.138 -0.866
H -12.642 -24.670 1.712
H -13.889 -19.418 2.295
H -15.495 -12.403 -0.495
H -19.040 -16.058 2.310
H -19.018 -15.241 -1.910
H -15.006 -17.146 3.653
H -15.290 -14.938 -0.298
H -15.925 -21.820 -2.475
H -17.239 -17.270 1.493
H -15.550 -19.679 1.879
H -15.779 -15.550 -2.411
H -16.499 -13.166 -5.809
H -19.678 -18.478 -0.719
H -17.489 -14.737 -4.060
H -13.475 -22.544 1.149
H -13.496 -24.298 5.088
H -19.327 -18.196 -4.530
H -13.687 -16.217 -1.451
H -14.104 -12.366 -1.610
H -16.082 -14.274 3.486
H -14.558 -15.804 4.650
H -16.364 -19.069 -4.243
H -17.620 -11.952 -5.342
H -19.167 -22.030 0.654
H -14.454 -15.903 1.569
H -13.028 -14.912 -2.359
H -15.539 -17.612 -0.027
H -17.648 -21.397 0.066
H -18.104 -17.743 -5.657
H -13.273 -16.627 3.900
H -21.193 -18.945 0.056
H -18.372 -19.352 1.127
H -16.184 -16.870 -4.185
H -14.627 -11.313 1.176
H -12.244 -25.135 3.203
H -18.524 -19.456 -5.360
H -16.089 -14.038 1.755
H -13.672 -13.723 1.829
H -16.711 -18.572 -0.981
H -18.446 -13.307 -3.668
H -18.529 -16.492 -2.841
H -19.775 -15.883 -4.667
H -17.706 -12.441 -6.960
H -18.340 -12.404 -1.190
H -14.181 -20.129 0.810
H -19.266 -20.712 -0.477
H -19.639 -13.207 -0.154
*
```

Results
HOMO-LUMO gap: 8.68 eV
LUMO level: 0.003 Ha
M: 562.83 g/mol

Atomic partial charges in e from the Mulliken method, atoms 1 to 8: number 1, O, carries -0.61; number 2, O, carries -0.53; number 3, O, carries -0.16; number 4, O, carries 0.16; number 5, O, carries -0.35; number 6, O, carries -0.48; number 7, O, carries -0.46; number 8, O, carries -0.67

(3)
Below is a 11-piece molecular cluster, C23H71BF4N11O10 overall in a non-equilibrium geometry, with properties calculated with wB97M-V/def2-TZVPD.

ORCA input file:
```
! wB97M-V def2-TZVPD RIJCOSX def2/J DEFGRID3
* xyz -1 1
F -2.594 -27.801 -29.437
F -4.003 -28.924 -30.856
F -2.864 -30.075 -29.224
F -4.573 -28.654 -28.639
O -5.792 -26.259 -25.893
O -3.233 -26.202 -36.137
O -5.280 -26.368 -31.330
O -2.205 -22.915 -29.723
O -10.171 -31.822 -31.127
O -4.712 -31.857 -32.692
O -2.407 -29.808 -23.721
O -4.854 -32.120 -29.828
O 1.543 -27.908 -31.682
O 3.067 -31.917 -30.248
N -7.802 -26.771 -24.926
N -2.981 -26.598 -33.343
N -0.480 -32.032 -29.376
N -4.780 -25.382 -28.775
N -0.241 -26.780 -30.816
N -0.560 -28.282 -32.513
N -6.861 -28.158 -26.525
N -2.658 -30.891 -32.596
N -7.323 -29.725 -30.260
N -2.150 -30.841 -26.429
N -3.246 -32.251 -34.382
C -11.385 -31.613 -31.763
C 1.115 -30.314 -28.713
C 0.778 -31.369 -29.741
C -3.626 -27.615 -34.259
C -2.831 -24.176 -29.533
C -4.104 -24.077 -28.708
C -9.569 -30.602 -30.711
C -2.997 -27.497 -35.624
C -3.424 -30.856 -25.695
C 4.069 -32.892 -30.274
C -3.809 -23.726 -27.261
C -2.734 -26.059 -37.447
C -3.612 -31.667 -33.189
C 1.826 -32.449 -29.859
C 0.350 -27.657 -31.683
C -6.749 -27.013 -25.793
C -2.771 -22.159 -30.767
C -3.124 -30.912 -24.214
C -8.274 -31.508 -28.801
C -5.141 -27.400 -34.321
C -3.121 -28.586 -23.818
C -4.240 -32.064 -26.125
C -8.174 -30.896 -30.200
B -3.500 -28.859 -29.539
H -3.037 -24.375 -26.843
H -2.809 -22.751 -31.690
H -3.995 -29.952 -25.930
H -11.360 -30.776 -32.478
H -3.819 -32.997 -34.727
H -3.694 -26.443 -32.620
H -3.372 -28.551 -33.761
H -3.734 -21.715 -30.507
H -2.775 -25.001 -37.702
H -3.546 -32.874 -26.374
H -6.450 -29.815 -29.748
H -1.229 -26.807 -30.630
H -5.299 -26.042 -30.399
H -4.790 -31.911 -27.057
H -10.187 -30.149 -29.922
H -9.527 -29.928 -31.576
H -2.107 -24.726 -28.920
H 1.375 -30.831 -27.785
H -4.067 -31.050 -23.652
H -8.837 -32.436 -28.689
H -7.932 -25.841 -24.581
H -3.420 -22.707 -27.133
H 3.993 -33.569 -31.136
H 1.507 -33.252 -30.541
H -1.419 -27.784 -32.756
H -1.802 -30.676 -33.069
H -0.154 -28.936 -33.154
H 1.918 -32.922 -28.864
H -7.733 -28.654 -26.526
H -5.324 -25.494 -27.924
H -1.905 -27.629 -35.545
H -2.067 -21.353 -31.002
H 0.344 -26.239 -30.209
H -2.882 -30.441 -31.723
H -7.741 -31.684 -30.822
H -3.380 -26.600 -38.150
H -8.783 -30.814 -28.108
H -7.278 -31.630 -28.367
H -1.269 -31.437 -29.618
H -5.450 -26.359 -34.328
H -4.138 -28.700 -23.425
H -4.124 -26.161 -28.729
H -8.325 -27.532 -24.537
H -2.308 -30.670 -27.421
H -3.028 -25.714 -33.851
H -1.696 -26.399 -37.535
H -7.773 -28.963 -29.748
H 0.705 -30.859 -30.717
H -4.950 -32.407 -25.370
H -3.131 -28.207 -24.840
H -5.192 -27.328 -31.215
H -4.708 -23.772 -26.645
H -3.407 -28.273 -36.287
H -5.649 -27.920 -33.510
H -2.991 -24.738 -30.459
H 4.055 -33.496 -29.357
H -4.462 -31.387 -29.342
H -5.530 -27.868 -35.236
H -6.167 -28.359 -27.230
H -2.601 -27.880 -23.171
H -1.699 -29.968 -26.149
H 0.217 -29.719 -28.535
H 1.899 -29.644 -29.055
H -4.752 -23.313 -29.149
H -12.195 -31.379 -31.051
H -11.688 -32.490 -32.335
H -4.803 -31.855 -30.761
H -2.524 -31.797 -23.987
H -2.310 -32.173 -34.734
H 5.030 -32.380 -30.341
H -0.651 -32.858 -29.943
*
```

Results
HOMO-LUMO gap: 8.72 eV
LUMO level: 0.085 Ha
M: 748.69 g/mol

Atomic partial charges in e from the Mulliken method, atoms 1 to 8: number 1, F, carries -0.26; number 2, F, carries 0.51; number 3, F, carries -0.17; number 4, F, carries -0.05; number 5, O, carries -0.63; number 6, O, carries -0.32; number 7, O, carries -0.82; number 8, O, carries -0.47

(4)
Below is a 15-piece molecular cluster, C23H76O22 overall in a non-equilibrium geometry, with properties calculated with wB97M-V/def2-TZVPD.

ORCA input file:
```
! wB97M-V def2-TZVPD RIJCOSX def2/J DEFGRID3
* xyz 0 1
O -18.984 5.528 -11.474
O -18.754 9.168 -7.198
O -17.334 5.427 -5.967
O -20.952 4.798 -7.581
O -17.488 0.767 -7.983
O -22.038 3.724 -15.603
O -16.816 3.512 -7.852
O -18.715 0.924 -11.022
O -21.391 0.917 -12.234
O -19.842 4.970 -4.872
O -22.198 -0.859 -8.068
O -19.550 -2.201 -8.132
O -14.200 3.237 -10.357
O -22.184 6.900 -9.287
O -21.134 4.042 -10.425
O -22.302 9.624 -4.054
O -18.155 8.150 -9.927
O -25.009 3.129 -10.857
O -21.833 6.694 -3.885
O -22.802 3.410 -12.560
O -15.535 -0.907 -6.432
O -24.696 6.322 -3.873
C -15.843 4.086 -8.737
C -21.217 0.231 -14.540
C -22.485 8.697 -5.133
C -25.242 5.186 -4.577
C -22.845 4.563 -13.434
C -18.209 7.376 -8.752
C -20.433 3.576 -8.185
C -24.087 4.250 -4.871
C -21.531 7.536 -4.998
C -20.059 -1.245 -9.013
C -21.330 3.161 -9.302
C -15.537 3.145 -9.891
C -21.722 4.515 -14.438
C -25.774 4.326 -10.663
C -21.784 -0.107 -13.169
C -24.812 5.448 -10.346
C -21.278 -1.446 -12.639
C -19.241 7.921 -7.796
C -25.965 5.663 -5.836
C -21.542 -1.446 -9.220
C -16.243 0.245 -5.932
C -26.674 4.603 -11.862
C -17.588 0.407 -6.615
H -18.200 5.455 -5.495
H -22.592 4.278 -16.158
H -21.832 6.080 -8.885
H -18.897 0.146 -10.480
H -24.463 3.375 -5.398
H -14.923 4.353 -8.190
H -22.211 9.285 -6.008
H -21.795 3.853 -11.133
H -16.409 0.108 -4.854
H -19.951 -0.199 -8.696
H -20.203 -1.558 -12.495
H -25.514 2.324 -10.738
H -24.044 5.522 -11.123
H -19.959 4.209 -4.287
H -21.517 -0.519 -15.275
H -19.198 6.469 -11.472
H -25.399 6.956 -3.692
H -22.619 9.214 -3.242
H -20.584 4.855 -6.684
H -21.507 -2.198 -13.402
H -20.199 8.211 -8.220
H -19.361 7.218 -6.967
H -18.569 6.355 -8.980
H -26.325 4.799 -6.390
H -20.804 4.181 -13.950
H -17.765 7.627 -10.633
H -18.065 8.897 -6.581
H -19.375 3.631 -8.451
H -18.181 -0.506 -6.538
H -21.547 1.230 -14.817
H -21.175 2.127 -9.640
H -17.243 7.231 -8.253
H -16.747 6.000 -5.456
H -21.587 7.080 -10.021
H -23.576 3.959 -3.953
H -15.615 1.121 -6.090
H -21.839 1.742 -12.509
H -22.382 3.191 -8.976
H -19.774 5.073 -11.097
H -25.982 4.709 -3.923
H -24.275 5.377 -9.401
H -21.530 6.976 -5.943
H -14.151 3.952 -10.995
H -19.585 1.190 -11.365
H -22.683 5.457 -12.810
H -20.126 0.256 -14.521
H -20.533 5.621 -4.574
H -18.159 1.220 -6.128
H -22.874 -0.239 -13.160
H -15.755 2.119 -9.611
H -21.508 5.524 -14.814
H -25.320 6.415 -10.312
H -21.886 -0.878 -10.097
H -23.850 4.666 -13.847
H -26.372 4.181 -9.748
H -20.073 -2.195 -7.324
H -23.541 8.424 -5.158
H -17.096 1.661 -8.010
H -15.953 -1.673 -6.026
H -27.360 5.438 -11.758
H -26.831 6.226 -5.469
H -23.358 4.773 -5.492
H -23.699 3.322 -12.174
H -22.812 6.662 -3.853
H -21.813 -1.664 -11.714
H -20.499 2.851 -7.361
H -21.769 -2.513 -9.322
H -26.022 4.902 -12.694
H -16.796 4.082 -7.051
H -25.367 6.311 -6.473
H -23.146 -0.975 -8.158
H -19.517 -1.280 -9.954
H -16.222 5.066 -9.061
H -27.133 3.654 -12.136
H -20.546 7.999 -4.917
H -16.195 3.454 -10.708
*
```

Results
HOMO-LUMO gap: 8.99 eV
LUMO level: -0.004 Ha
M: 704.84 g/mol

Atomic partial charges in e from the Mulliken method, atoms 1 to 8: number 1, O, carries -0.64; number 2, O, carries -0.63; number 3, O, carries -0.51; number 4, O, carries 0.48; number 5, O, carries -0.35; number 6, O, carries -0.52; number 7, O, carries -0.20; number 8, O, carries -0.59

Values for E_tot, a.u., ordered as above
-1855.26057, -1889.49756, -2698.37937, -2577.08292